This record from the Open Molecules 2025 dataset describes a structure of composition C28H23HfN2O5PS3. The level of theory is ωB97M-V/def2-TZVPD.

Its total charge is +2. The HOMO energy is -13.3 eV. The energy above the lowest of the compared OMol25 structures with the same formula, charge and spin is 0.00 kcal per mole. The total energy comes out at -85717.0102 eV. As for the gap between HOMO and LUMO: 6.5 eV.

CARTESIAN COORDINATES (ANGSTROEM)
1 Hf -0.047 -0.052 0.193
2 S 2.272 -1.453 0.663
3 S -0.106 4.767 -0.075
4 S 2.257 3.030 0.183
5 P 0.073 0.017 2.840
6 O -4.391 -0.566 -0.371
7 O -1.957 0.279 -0.201
8 O 2.086 -0.030 0.134
9 O 3.238 -2.225 -0.008
10 O 0.825 -1.951 0.536
11 N -0.225 2.116 -0.027
12 N -1.588 2.526 -0.131
13 C -2.658 -1.272 5.561
14 C -1.241 3.751 3.656
15 C -1.185 2.404 3.342
16 C 4.077 -1.884 4.182
17 C 1.689 -0.714 3.283
18 C 1.512 5.595 -0.145
19 C 2.510 4.772 0.641
20 C -3.036 -2.503 5.040
21 C 1.207 2.423 3.706
22 C 2.586 -1.327 2.392
23 C -2.491 -2.958 3.847
24 C -1.733 -0.488 4.890
25 C 3.765 -1.908 2.826
26 C 3.204 -1.298 5.080
27 C -1.185 -0.946 3.690
28 C -6.588 2.344 -0.369
29 C 0.040 1.734 3.381
30 C -1.566 -2.182 3.168
31 C 0.549 3.188 0.012
32 C -5.666 3.387 -0.283
33 C 2.018 -0.724 4.632
34 C -6.161 1.034 -0.398
35 C -2.422 1.545 -0.206
36 C -4.325 3.090 -0.230
37 C -3.862 1.763 -0.258
38 C 1.139 3.773 4.026
39 C -4.802 0.724 -0.344
40 C -0.081 4.433 4.004
41 H 2.360 4.872 1.716
42 H -3.084 -0.922 6.491
43 H 3.434 -1.289 6.137
44 H 2.039 4.301 4.309
45 H -2.099 1.882 3.077
46 H -3.759 -3.110 5.567
47 H -5.161 -1.137 -0.482
48 H -1.449 0.472 5.302
49 H 3.537 5.030 0.392
50 H 4.427 -2.384 2.116
51 H -6.000 4.414 -0.266
52 H -3.600 3.889 -0.173
53 H -2.786 -3.918 3.446
54 H 1.342 -0.285 5.356
55 H 2.164 1.918 3.725
56 H -7.647 2.558 -0.416
57 H -2.192 4.265 3.636
58 H 1.804 5.695 -1.189
59 H -6.881 0.227 -0.466
60 H 4.996 -2.337 4.526
61 H 1.389 6.589 0.283
62 H -1.134 -2.560 2.248
63 H -0.132 5.482 4.264

These are the Löwdin partial charges, in e, on atoms 1 to 6: 1.736, 0.611, 1.048, 1.000, 1.050, 0.071